(1)
Computed, not measured: an isolated molecule of C2HClF2S, with the ωB97M-V functional and the def2-TZVPD basis.

The geometry in XYZ format:
```
7
Properties=species:S:1:pos:R:3:mulliken_charge:R:1
H -0.42 -0.18 0.56 0.23
F 0.24 0.84 -1.09 -0.20
Cl 3.21 0.82 0.14 -0.08
S 1.76 -1.78 -0.25 -0.16
C 1.83 -0.19 0.13 0.20
C 0.54 0.52 0.20 0.25
F 0.64 1.72 0.96 -0.24
```

Its HOMO-LUMO gap (alpha / beta) is 8.55 / 8.55 eV. As for the structure (SMILES): FC(F)C(=S)Cl. For the lowest unoccupied orbital energy (alpha / beta), the calculation gives -0.0507 / -0.0507 hartree. The charge is 0.

(2)
Computed, not measured: an isolated molecule of C2HClF2S, with the ωB97M-V functional and the def2-TZVPD basis.

The geometry in XYZ format:
```
7
Properties=species:S:1:pos:R:3:mulliken_charge:R:1
C -0.40 0.11 0.58 0.65
H -1.65 0.24 -1.63 0.29
S 0.37 -1.28 -1.83 -0.08
F 0.38 -0.82 1.30 -0.20
C -0.77 -0.33 -0.95 -0.35
F -1.56 0.60 1.15 -0.20
Cl 0.79 1.38 0.66 -0.12
```

Its HOMO-LUMO gap is 8.00 eV. As for the structure (SMILES): FC(F)(Cl)C=S. For the lowest unoccupied orbital energy, the calculation gives -0.0634 hartree. The charge is 0.

(3)
Computed, not measured: a cluster of 2 separate species, C2HClF3O3S in total, with the ωB97M-V functional and the def2-TZVPD basis.

The geometry in XYZ format:
```
11
Properties=species:S:1:pos:R:3:mulliken_charge:R:1
Cl -0.30 0.95 0.34 -0.07
F -2.61 1.80 1.12 -0.23
O 2.20 0.86 -0.75 -0.64
F 2.64 -0.08 1.41 -0.37
C -2.05 0.83 0.39 0.34
S 2.65 -0.41 -0.27 1.25
H -1.89 -0.82 -0.85 0.33
F -3.82 -0.69 -0.27 -0.25
C -2.55 -0.24 -0.23 -0.14
O 4.03 -0.73 -0.50 -0.63
O 1.70 -1.48 -0.39 -0.60
```

Its HOMO-LUMO gap is 8.99 eV. For the lowest unoccupied orbital energy, the calculation gives 0.1161 hartree. The charge is -1.

(4)
Computed, not measured: a cluster of 2 separate species, C2HClF4 in total, with the ωB97M-V functional and the def2-TZVPD basis.

The geometry in XYZ format:
```
8
Properties=species:S:1:pos:R:3:mulliken_charge:R:1
H -0.14 -1.97 -1.57 0.22
F -0.84 0.40 0.73 -0.10
F -1.85 -2.44 -2.13 -0.22
F -0.27 -1.43 -3.22 -0.27
C -0.14 0.95 -0.29 0.10
Cl -0.83 2.44 -0.60 -0.01
C -0.91 -1.56 -2.06 0.47
F -1.50 -0.38 -1.91 -0.19
```

Its HOMO-LUMO gap is 9.90 eV. For the lowest unoccupied orbital energy, the calculation gives -0.0188 hartree. The charge is 0.

What are the relative energy (zero: lowest compared OMol25 entry of this formula, charge and spin) values for these records? In order: 11.2 38.2 0.0 82.5 kcal/mol.